Entry a
{"formula": "C16H20IMgN2OS5", "method": "wB97M-V/def2-TZVPD", "elements": ["I", "S", "S", "S", "S", "S", "Mg", "O", "N", "N", "C", "C", "C", "C", "C", "C", "C", "C", "C", "C", "C", "C", "C", "C", "C", "C", "H", "H", "H", "H", "H", "H", "H", "H", "H", "H", "H", "H", "H", "H", "H", "H", "H", "H", "H", "H"], "xyz": [[-4.296, 0.008, -4.247], [1.296, -0.290, 3.524], [-1.616, 0.162, 0.516], [0.644, -3.413, -0.382], [4.084, 2.022, 2.815], [1.973, -0.010, 0.084], [-1.051, -1.943, -0.839], [-3.115, -2.001, -0.812], [-0.654, -1.075, -2.871], [-3.838, -0.951, -0.497], [0.591, -1.430, -3.267], [2.738, 2.301, 1.612], [2.740, -1.170, 1.249], [-4.157, 1.184, 0.455], [-5.143, -0.983, -0.841], [2.841, 0.050, 4.423], [-1.301, -0.185, -3.581], [-3.283, 0.124, 0.144], [1.809, -1.585, 2.377], [0.489, 0.114, -5.089], [1.189, -0.854, -4.368], [-6.003, 0.030, -0.518], [-5.493, 1.145, 0.146], [-0.792, 0.457, -4.696], [2.930, 1.511, 0.316], [3.265, 1.512, 4.346], [-1.399, 1.170, -5.236], [2.738, 3.371, 1.397], [2.247, -2.409, 2.945], [3.629, -0.584, 4.017], [2.188, -1.157, -4.653], [-7.032, -0.030, -0.839], [4.019, 1.719, 5.112], [3.681, -0.738, 1.602], [2.704, -0.223, 5.474], [1.069, -2.186, -2.644], [-6.136, 1.981, 0.393], [0.942, 0.587, -5.954], [-5.415, -1.861, -1.403], [3.992, 1.305, 0.154], [1.793, 2.040, 2.082], [2.924, -2.072, 0.664], [2.419, 2.172, 4.548], [2.603, 2.132, -0.522], [0.900, -1.985, 1.914], [-3.715, 2.038, 0.949]], "mulliken_charge": [-0.744, -0.131, -0.448, -1.060, -0.206, 0.152, 0.601, -0.566, -0.153, 0.727, -0.023, -0.452, -0.934, -0.756, -0.321, -0.709, 0.038, 0.239, -0.425, -0.063, -0.789, -0.670, -0.120, -0.510, -0.903, -0.695, 0.333, 0.449, 0.468, 0.297, 0.354, 0.342, 0.366, 0.395, 0.442, 0.266, 0.334, 0.345, 0.429, 0.370, 0.182, 0.488, 0.355, 0.297, 0.042, 0.369], "s_squared": 0.76, "spin_multiplicity": 2, "orbital_gap_ev": 4.36, "lumo_ev": 3.8379, "total_charge": -2}



Entry b
{"formula": "C16H20IMgN2OS5", "method": "wB97M-V/def2-TZVPD", "elements": ["I", "S", "S", "S", "S", "S", "Mg", "O", "N", "N", "C", "C", "C", "C", "C", "C", "C", "C", "C", "C", "C", "C", "C", "C", "C", "C", "H", "H", "H", "H", "H", "H", "H", "H", "H", "H", "H", "H", "H", "H", "H", "H", "H", "H", "H", "H"], "xyz": [[1.524, 0.977, -3.056], [-4.825, -0.516, 1.632], [-1.973, -2.149, -0.451], [-2.102, 1.558, -0.183], [-0.255, -0.323, 3.199], [1.532, -3.328, 0.363], [0.931, -0.782, 1.338], [2.793, -0.752, 0.694], [3.406, -1.524, -0.167], [1.304, 1.652, 0.206], [1.950, 3.645, 1.369], [-2.929, -0.887, -1.352], [2.938, -2.788, -0.412], [-3.365, -1.556, 1.963], [-3.098, -2.609, 0.893], [4.819, -3.049, -1.943], [3.705, -3.551, -1.328], [1.624, 2.302, 1.339], [1.815, 3.646, -1.006], [5.224, -1.735, -1.677], [2.001, 4.347, 0.165], [1.433, 2.300, -0.944], [-4.161, 1.170, 1.675], [-3.833, 1.779, 0.306], [4.488, -1.005, -0.787], [-2.174, 0.416, -1.581], [-3.996, 2.859, 0.351], [-3.271, 1.151, 2.307], [1.550, 1.728, 2.260], [-2.585, 0.928, -2.455], [-4.027, -2.980, 0.452], [-2.474, -0.929, 2.124], [-2.580, -3.454, 1.349], [2.149, 4.128, 2.317], [-3.191, -1.307, -2.327], [-3.851, -0.732, -0.795], [-1.118, 0.228, -1.792], [4.690, 0.019, -0.513], [-4.934, 1.764, 2.167], [-4.489, 1.378, -0.469], [6.081, -1.284, -2.155], [3.355, -4.554, -1.525], [5.375, -3.663, -2.642], [2.163, 5.422, 0.157], [-3.560, -2.057, 2.911], [1.939, 4.116, -1.977]], "mulliken_charge": [-0.630, -0.254, -0.042, 0.097, -1.089, -0.447, 0.639, -0.568, 0.563, 0.153, -0.757, -0.626, 0.283, 0.401, -0.729, -0.061, -0.745, -0.090, -0.426, -0.755, -0.170, -0.339, -0.497, -0.964, -0.148, -0.323, 0.427, 0.267, 0.267, 0.450, 0.358, -0.701, 0.349, 0.367, 0.415, 0.168, -0.105, 0.396, 0.374, 0.377, 0.354, 0.348, 0.331, 0.338, 0.426, 0.318], "s_squared": 0.76, "spin_multiplicity": 2, "orbital_gap_ev": [4.10, 4.71], "lumo_ev": [4.3219, 4.3196], "total_charge": -2}



Going by the energies, entry a is most stable and the next is 0.915 eV up.



Entry a
{"formula": "C10H16", "method": "wB97M-V/def2-TZVPD", "elements": ["C", "C", "C", "C", "C", "C", "C", "C", "C", "C", "H", "H", "H", "H", "H", "H", "H", "H", "H", "H", "H", "H", "H", "H", "H", "H"], "xyz": [[-0.784, 1.198, -1.500], [0.219, 0.252, -1.894], [0.696, 1.637, 0.362], [-2.537, -1.654, 0.220], [1.790, 1.013, -0.172], [-0.665, -0.869, 1.342], [-1.361, -2.087, 0.927], [3.177, 1.216, 0.244], [-0.560, 1.793, -0.241], [1.460, 0.264, -1.341], [3.528, 2.251, 0.124], [-3.232, -0.915, 0.718], [-0.025, -0.303, -2.869], [-1.389, -0.065, 1.738], [-3.278, -2.432, 0.060], [-1.236, 2.316, 0.322], [3.885, 0.699, -0.412], [3.362, 0.801, 1.215], [2.191, -0.165, -1.905], [0.929, 2.067, 1.363], [-1.746, -2.731, 1.847], [0.288, -1.035, 1.937], [-1.588, 1.504, -1.959], [-0.524, -2.876, 0.382], [-2.330, -1.407, -0.876], [-0.273, -0.472, 0.369]], "mulliken_charge": [-0.791, -0.286, -0.511, -1.147, 0.799, -0.702, -0.015, -1.455, -0.673, -0.742, 0.254, 0.264, 0.199, 0.238, 0.401, 0.545, 0.380, 0.300, 0.374, 0.089, 0.211, 0.274, 0.622, 0.214, 0.187, -0.031], "s_squared": 0.76, "spin_multiplicity": 2, "orbital_gap_ev": [2.98, 7.38], "lumo_ev": [3.9763, 3.8914], "total_charge": -1}



Entry b
{"formula": "C10H16", "method": "wB97M-V/def2-TZVPD", "elements": ["C", "C", "C", "C", "C", "C", "C", "C", "C", "C", "H", "H", "H", "H", "H", "H", "H", "H", "H", "H", "H", "H", "H", "H", "H", "H"], "xyz": [[-0.893, 0.184, 2.511], [0.495, 0.048, 3.016], [1.531, 0.563, 2.310], [-0.256, -0.336, -2.093], [1.259, 1.353, 1.165], [2.336, 1.694, 0.159], [-1.108, 1.186, 1.522], [-0.042, 1.792, 0.865], [-1.629, -2.514, -2.436], [-0.933, -1.521, -1.471], [-1.439, -2.276, -3.549], [-0.246, 2.323, -0.102], [0.473, -0.647, -2.695], [0.357, 0.163, -1.281], [2.914, 2.319, 0.910], [2.851, 0.854, -0.248], [-1.823, -0.974, -1.076], [-2.151, 1.372, 1.331], [-0.794, 0.485, -2.648], [1.953, 2.554, -0.516], [0.603, -0.525, 3.987], [2.636, 0.379, 2.631], [-0.447, -1.950, -0.745], [-1.201, -3.587, -2.186], [-1.764, -0.313, 3.028], [-2.681, -2.626, -2.389]], "mulliken_charge": [-1.205, 0.095, -1.112, -1.099, 1.352, -1.543, 0.206, -1.162, -0.997, -0.420, 0.268, -0.013, 0.561, 0.079, 0.591, 0.281, 0.040, 0.571, 0.298, 0.207, 0.363, 0.056, 0.696, 0.201, 0.352, 0.333], "s_squared": 0.76, "spin_multiplicity": 2, "orbital_gap_ev": [2.70, 6.96], "lumo_ev": [3.5816, 3.5252], "total_charge": -1}



Going by the energies, entry b is most stable and the next is 0.231 eV up.



Entry a
{"formula": "C4H4BrNO", "method": "wB97M-V/def2-TZVPD", "elements": ["Br", "O", "N", "C", "C", "C", "C", "H", "H", "H", "H"], "xyz": [[4.528, 0.465, -0.068], [1.669, -1.878, 0.134], [0.334, 1.503, 0.299], [0.291, -2.079, 0.110], [-0.297, -0.909, 0.139], [1.795, -0.586, 0.214], [0.645, 0.170, 0.233], [0.181, -3.095, -0.031], [0.240, 1.937, -0.653], [-1.260, -0.674, -0.005], [0.952, 2.140, 0.854]], "mulliken_charge": [-0.239, -0.253, -0.563, -0.587, -0.349, 0.002, 0.456, 0.475, 0.284, 0.488, 0.287], "orbital_gap_ev": [6.71, 6.68], "lumo_ev": [-2.7319, -2.7807], "total_charge": 0}



Entry b
{"formula": "C4H4BrNO", "method": "wB97M-V/def2-TZVPD", "elements": ["Br", "O", "N", "C", "C", "C", "C", "H", "H", "H", "H"], "xyz": [[-2.147, -0.037, -2.978], [-0.150, -1.320, -1.472], [-0.907, 0.545, -0.479], [-0.907, -0.231, -1.535], [0.571, 0.861, 1.425], [0.564, -1.092, -0.328], [0.104, 0.034, 0.317], [1.031, -1.961, -0.105], [1.343, 1.609, 1.181], [0.757, 0.189, 2.172], [-0.256, 1.402, 1.802]], "mulliken_charge": [-0.139, -0.260, -0.468, 0.385, -1.142, -0.498, 0.721, 0.409, 0.252, 0.372, 0.368], "orbital_gap_ev": 9.87, "lumo_ev": 0.7368, "total_charge": 0}



Going by the energies, entry b is most stable and the next is 3.587 eV up.



Entry a
{"formula": "C26H27N3O2", "method": "wB97M-V/def2-TZVPD", "elements": ["O", "O", "N", "N", "N", "C", "C", "C", "C", "C", "C", "C", "C", "C", "C", "C", "C", "C", "C", "C", "C", "C", "C", "C", "C", "C", "C", "C", "C", "C", "C", "H", "H", "H", "H", "H", "H", "H", "H", "H", "H", "H", "H", "H", "H", "H", "H", "H", "H", "H", "H", "H", "H", "H", "H", "H", "H", "H"], "xyz": [[-4.130, -2.724, 0.066], [5.178, 1.704, 1.523], [3.527, 0.421, 0.853], [1.121, 1.143, -0.527], [-4.123, -0.519, 0.672], [-1.710, -1.078, -0.098], [7.593, -2.149, -0.686], [6.618, 0.034, -0.773], [2.412, 1.451, 1.338], [-0.181, 0.572, -0.369], [-2.837, -0.323, 0.393], [1.630, 2.014, 0.304], [-8.167, 1.386, -0.852], [-6.896, -0.879, 0.339], [-6.087, -1.801, 0.988], [4.791, 0.739, 0.875], [-0.557, -0.715, -0.184], [7.518, -0.800, -1.303], [-2.427, 0.919, 0.416], [6.845, -2.607, 0.330], [5.864, -1.601, 1.048], [-1.251, 1.469, 0.213], [-7.886, 0.383, -1.680], [5.645, -0.413, 0.541], [-7.285, -0.803, -1.129], [6.319, 1.370, -1.352], [2.119, -0.023, -1.215], [-7.177, 0.629, 1.010], [2.848, -0.339, 0.024], [-7.940, 1.483, 0.526], [-4.756, -1.812, 0.765], [5.222, 1.408, -1.890], [8.309, -2.910, -0.968], [-8.056, 2.616, 1.010], [-1.107, 2.631, 0.346], [2.546, 2.498, -0.307], [2.654, 0.831, -1.655], [-8.739, 2.178, -1.409], [0.934, 2.585, 0.725], [-6.932, 0.552, 1.919], [-6.212, -1.709, 2.352], [-4.841, 0.273, 0.934], [1.655, -0.479, -1.864], [3.215, 2.068, 1.985], [-3.140, 1.735, 0.773], [7.090, 1.648, -1.963], [0.155, -1.519, -0.647], [-2.176, -2.138, 0.070], [-6.984, -1.636, -1.534], [3.587, -1.061, -0.533], [1.908, 0.729, 2.101], [8.044, -0.718, -2.047], [6.261, 2.105, -0.765], [-8.186, 0.065, -2.696], [7.148, -3.320, 0.872], [2.269, -1.123, 0.558], [-6.621, -2.741, 0.737], [5.382, -1.701, 1.839]], "mulliken_charge": [-0.684, -0.688, 0.010, -0.037, 0.051, -1.149, -0.075, 0.904, -0.736, 0.925, 0.768, -0.901, 0.049, 0.195, -0.780, 0.594, -0.114, -1.096, 0.407, -1.112, -0.213, -1.339, -0.732, -0.077, -0.475, -1.721, -2.133, -0.664, 0.193, -0.594, 0.713, 0.141, 0.323, 0.175, 0.189, 0.256, 0.411, 0.249, 0.478, 0.670, 0.236, 0.134, 0.966, 0.354, 0.075, 0.544, 0.239, 0.297, 0.643, 0.205, 0.411, 0.806, 0.509, 0.300, 0.489, 0.261, 0.325, 0.824], "orbital_gap_ev": 7.02, "lumo_ev": -0.0566, "total_charge": 0}



Entry b
{"formula": "C26H27N3O2", "method": "wB97M-V/def2-TZVPD", "elements": ["O", "O", "N", "N", "N", "C", "C", "C", "C", "C", "C", "C", "C", "C", "C", "C", "C", "C", "C", "C", "C", "C", "C", "C", "C", "C", "C", "C", "C", "C", "C", "H", "H", "H", "H", "H", "H", "H", "H", "H", "H", "H", "H", "H", "H", "H", "H", "H", "H", "H", "H", "H", "H", "H", "H", "H", "H", "H"], "xyz": [[2.785, 0.925, 1.871], [1.407, 0.124, -3.295], [1.439, -0.878, 1.703], [-1.248, -1.063, 0.727], [2.138, 0.626, -1.197], [0.219, 1.760, -1.991], [-1.128, 1.470, -2.233], [-0.772, 0.093, 1.464], [2.540, -0.164, 1.375], [-2.078, 2.430, -1.901], [-0.153, -1.766, 0.091], [-4.132, -1.324, 2.947], [4.901, -1.756, -1.804], [1.298, 0.761, -2.269], [3.401, -0.753, 0.296], [-0.380, 3.943, -1.155], [-5.852, 0.177, 2.211], [-2.169, -1.898, 1.477], [-3.994, -0.321, 0.777], [-3.458, -1.162, 1.745], [4.421, -1.656, 0.544], [-5.182, 0.347, 1.011], [-5.326, -0.661, 3.178], [-1.717, 3.652, -1.368], [3.899, -0.838, -2.065], [1.009, -2.092, 1.047], [-1.575, 0.153, -2.787], [0.370, -0.237, 2.441], [0.580, 2.997, -1.460], [5.173, -2.157, -0.507], [3.153, -0.320, -1.014], [-3.463, -0.188, -0.152], [-2.493, 0.277, -3.357], [-0.413, 0.827, 0.733], [5.966, -2.862, -0.311], [5.481, -2.154, -2.623], [0.024, -0.909, 3.231], [-6.781, 0.697, 2.393], [-0.814, -0.278, -3.430], [-5.588, 1.002, 0.254], [3.685, -0.522, -3.072], [0.765, 0.674, 2.892], [0.677, -2.797, 1.817], [-2.393, -2.775, 0.859], [1.923, 1.175, -0.375], [-5.842, -0.797, 4.116], [0.231, -1.127, -0.710], [-2.476, 4.380, -1.123], [-1.612, 0.534, 2.003], [-1.773, -0.542, -1.970], [1.836, -2.537, 0.496], [-0.085, 4.900, -0.751], [-3.724, -1.974, 3.708], [-1.754, -2.263, 2.431], [-3.122, 2.209, -2.072], [4.617, -1.970, 1.559], [1.625, 3.228, -1.304], [-0.530, -2.686, -0.360]], "mulliken_charge": [-0.660, -0.677, 0.204, 0.445, -0.014, 0.556, 1.098, -0.302, -0.177, -0.504, -0.496, -0.658, -0.648, -0.033, 0.513, -0.827, -0.430, -0.868, 0.145, 0.612, -0.173, -0.674, -0.611, -0.722, -0.626, -1.104, -1.834, -1.208, -0.188, -0.640, 0.410, 0.269, 0.548, -0.351, 0.406, 0.398, 0.297, 0.382, 0.356, 0.401, 0.494, 0.533, 0.410, 0.420, 0.343, 0.378, -0.184, 0.414, 0.718, 0.158, 0.524, 0.420, 0.374, 0.259, 0.444, 0.471, 0.546, 0.662], "orbital_gap_ev": 9.07, "lumo_ev": 0.6797, "total_charge": 0}



Going by the energies, entry b is most stable and the next is 20.907 eV up.



Entry a
{"formula": "C2H12NO2S", "method": "wB97M-V/def2-TZVPD", "elements": ["S", "O", "O", "N", "C", "C", "H", "H", "H", "H", "H", "H", "H", "H", "H", "H", "H", "H"], "xyz": [[-2.099, 0.100, -1.388], [1.993, -2.026, 1.549], [2.741, 1.720, -0.216], [0.635, -0.162, -0.047], [-1.829, -0.287, 0.410], [-0.499, 0.218, 0.899], [0.281, -0.163, -1.010], [-2.649, 0.220, 0.910], [2.038, -2.229, 2.498], [3.026, 1.954, -1.105], [2.354, -2.838, 1.158], [-0.457, 1.309, 0.982], [1.386, 0.554, 0.026], [-0.235, -0.257, 1.838], [2.961, 2.453, 0.365], [-3.057, 1.006, -1.177], [1.060, -1.042, 0.264], [-1.976, -1.346, 0.509]], "mulliken_charge": [-0.226, -0.661, -0.673, -0.117, -0.669, -0.317, 0.360, 0.412, 0.315, 0.316, 0.315, 0.271, 0.299, 0.245, 0.309, 0.173, 0.315, 0.331], "orbital_gap_ev": 10.27, "lumo_ev": -2.8710, "total_charge": 1}



Entry b
{"formula": "C2H12NO2S", "method": "wB97M-V/def2-TZVPD", "elements": ["S", "O", "O", "N", "C", "C", "H", "H", "H", "H", "H", "H", "H", "H", "H", "H", "H", "H"], "xyz": [[2.001, -1.262, -0.322], [1.391, 2.227, 1.331], [-1.960, 1.212, 1.787], [-0.679, -0.188, 0.002], [0.814, -1.562, -1.604], [-0.615, -0.977, -1.278], [2.698, -2.402, -0.385], [-1.422, -1.688, -1.235], [-2.189, 2.039, 1.339], [1.161, -1.322, -2.601], [-1.614, 0.133, 0.292], [-0.145, -0.683, 0.724], [0.553, -2.627, -1.584], [-0.812, -0.290, -2.102], [1.804, 2.348, 2.175], [-2.275, 1.365, 2.684], [1.401, 3.017, 0.787], [-0.112, 0.659, -0.012]], "mulliken_charge": [-0.278, -0.590, -0.634, -0.368, -0.487, -0.568, 0.179, 0.416, 0.314, 0.406, 0.455, 0.299, 0.327, 0.316, 0.297, 0.304, 0.309, 0.304], "orbital_gap_ev": 10.05, "lumo_ev": -3.0911, "total_charge": 1}



Entry c
{"formula": "C2H12NO2S", "method": "wB97M-V/def2-TZVPD", "elements": ["S", "O", "O", "N", "C", "C", "H", "H", "H", "H", "H", "H", "H", "H", "H", "H", "H", "H"], "xyz": [[-0.940, 1.040, -1.430], [-3.253, -1.722, 1.631], [4.738, -0.415, -0.699], [-0.426, -1.033, 0.788], [0.564, 0.143, 0.638], [-0.077, 1.430, 0.183], [0.587, 2.272, 0.344], [5.058, -0.229, -1.570], [-0.755, -1.253, -0.156], [-0.904, 1.731, 0.836], [0.052, -1.802, 1.256], [-0.063, 1.114, -2.489], [-1.276, -0.804, 1.309], [-3.504, -0.887, 2.019], [-3.904, -2.397, 1.736], [0.986, 0.191, 1.639], [1.263, -0.253, -0.100], [5.027, 0.297, -0.123]], "mulliken_charge": [-0.241, -0.641, -0.642, -0.235, -0.596, -0.543, 0.388, 0.322, 0.356, 0.317, 0.378, 0.194, 0.249, 0.312, 0.312, 0.349, 0.395, 0.324], "orbital_gap_ev": 10.33, "lumo_ev": -3.1927, "total_charge": 1}



Going by the energies, entry a is most stable and the next is 0.824 eV up.